#P
The following is a quantum chemistry calculation of H10LiO5 as an isolated structure, from the Open Molecules 2025 dataset.

```
16
Properties=species:S:1:pos:R:3:mulliken_charge:R:1
Li 0.53 0.62 1.04 0.96
O 2.59 -2.15 0.20 -0.65
H 3.47 -2.27 -0.17 0.32
H 2.02 -2.65 -0.38 0.34
O 0.29 1.95 -2.27 -0.64
H 0.59 1.73 -3.15 0.32
H -0.49 2.49 -2.40 0.33
O -3.01 -0.29 1.55 -0.64
H -3.37 -1.14 1.29 0.33
H -3.69 0.08 2.12 0.33
O -0.93 -2.97 -2.98 -0.63
H -1.28 -2.09 -3.14 0.31
H -1.50 -3.55 -3.48 0.33
O 1.53 3.11 3.68 -0.64
H 2.36 3.43 4.05 0.32
H 0.87 3.71 4.03 0.33
```

## Properties
E_LUMO, eV: -4.47
Kohn-Sham gap, eV: 9.68
Charge: +1
HOMO level, hartree: -0.5200

#Q
The following is a quantum chemistry calculation of H10LiO5 as an isolated structure, from the Open Molecules 2025 dataset.

```
16
Properties=species:S:1:pos:R:3:mulliken_charge:R:1
Li -0.13 0.74 0.06 0.88
O 1.05 -2.67 -0.36 -0.61
H 0.79 -3.48 0.09 0.31
H 0.81 -1.95 0.22 0.35
O 1.76 0.50 -0.53 -0.57
H 2.65 0.33 -0.22 0.28
H 1.82 0.50 -1.50 0.32
O -1.45 -0.31 -1.04 -0.56
H -2.05 -1.04 -0.83 0.29
H -1.47 -0.24 -2.01 0.29
O -0.75 2.62 -0.22 -0.62
H -0.53 3.37 0.36 0.31
H -1.53 2.88 -0.72 0.31
O -0.18 -0.23 1.92 -0.59
H -1.01 -0.73 1.99 0.32
H 0.22 -0.29 2.80 0.29
```

## Properties
E_LUMO, eV: -3.41
Kohn-Sham gap, eV: 11.09
Charge: +1
HOMO level, hartree: -0.5329

Last place for stability: #P

#P
The following is a quantum chemistry calculation of a 2-piece molecular cluster, C3H6N2O2S overall, from the Open Molecules 2025 dataset.

```
14
Properties=species:S:1:pos:R:3:mulliken_charge:R:1
C -2.08 0.14 0.00 0.61
C 0.03 -0.66 0.88 -0.43
C 2.61 0.40 0.35 0.14
H -2.29 2.11 -0.28 0.27
H -3.47 1.12 -0.93 0.31
H -1.98 -1.94 -0.72 0.25
H 0.29 -0.72 1.92 0.32
H -0.69 -1.51 0.66 0.23
H 2.87 0.51 1.79 0.23
N -2.79 1.24 -0.14 -0.47
N -2.59 -1.03 -0.47 -0.73
O -0.84 0.45 0.61 -0.31
O 3.36 0.66 -0.61 -0.42
S 1.21 -0.57 -0.35 -0.01
```

## Properties
E_LUMO, eV: 0.17
Kohn-Sham gap, eV: 9.47
HOMO level, hartree: -0.3418

#Q
The following is a quantum chemistry calculation of one molecule with the formula C3H6N2O2S, from the Open Molecules 2025 dataset.

```
14
Properties=species:S:1:pos:R:3:mulliken_charge:R:1
H 0.30 -0.53 -3.47 0.19
N -0.03 0.17 -2.73 -0.62
C 0.57 0.22 -1.64 0.59
N 1.34 -0.85 -1.28 -0.58
S 0.30 1.81 -0.72 -0.16
C -0.13 1.23 0.90 0.60
O 0.12 2.01 1.78 -0.49
O -0.88 0.14 0.85 -0.29
C -1.31 -0.48 2.13 -0.56
H 2.23 -0.82 -0.66 0.28
H 1.75 -1.04 -2.46 0.27
H -1.48 -1.58 2.17 0.25
H -0.46 -0.21 2.71 0.30
H -2.32 -0.06 2.40 0.22
```

## Properties
SMILES string: [H]/N=C(\N)SC(=O)OC
E_LUMO, eV: 0.34
Kohn-Sham gap, eV: 9.78
HOMO level, hartree: -0.3468

#R
The following is a quantum chemistry calculation of C3H6N2O2S as an isolated structure, from the Open Molecules 2025 dataset.

```
14
Properties=species:S:1:pos:R:3:mulliken_charge:R:1
C 2.27 -2.01 0.23 0.60
C -2.16 0.64 0.62 -1.01
C -0.99 1.41 -0.07 -0.13
N 2.71 -2.72 -0.63 -0.46
N 1.90 -1.21 1.08 -0.70
O 1.27 0.27 -1.39 -0.46
O 0.28 1.29 0.58 -0.26
S 1.61 0.71 -0.09 0.70
H -3.03 0.73 -0.16 0.28
H -1.98 -0.38 0.79 0.34
H -2.33 1.11 1.58 0.30
H -1.22 2.48 -0.09 0.25
H -0.77 0.95 -1.07 0.29
H 2.42 -3.28 -1.38 0.26
```

## Properties
E_LUMO (spin up / spin down), eV: -0.76 / -0.76
Kohn-Sham gap (spin up / spin down), eV: 8.21 / 8.21
HOMO level (spin up / spin down), hartree: -0.3296 / -0.3296

#S
The following is a quantum chemistry calculation of one molecule with the formula C3H6N2O2S, from the Open Molecules 2025 dataset.

```
14
Properties=species:S:1:pos:R:3:mulliken_charge:R:1
C 3.60 -0.37 0.21 -0.56
O 2.30 -0.88 -0.09 -0.15
N 1.45 0.11 -0.30 -0.50
C 0.23 -0.29 -0.14 -0.07
N -0.63 0.70 0.06 0.32
O -0.18 2.04 -0.06 -0.44
C -1.98 0.54 0.21 -0.03
S -2.75 -0.96 -0.02 -0.33
H 4.22 -1.23 0.64 0.25
H 3.62 0.19 1.14 0.30
H 4.14 0.07 -0.80 0.22
H -0.10 -1.39 0.19 0.23
H 0.77 1.91 -0.17 0.43
H -2.44 1.49 0.51 0.34
```

## Properties
SMILES string: CO/N=C/N(O)C=S
E_LUMO, eV: -0.36
Kohn-Sham gap, eV: 8.15
HOMO level, hartree: -0.3127

Last place for stability: #S

#P
The following is a quantum chemistry calculation of one molecule with the formula C3H7NO4S, from the Open Molecules 2025 dataset.

```
16
Properties=species:S:1:pos:R:3:mulliken_charge:R:1
C 0.11 -0.26 0.97 -0.02
C -0.03 1.10 0.21 -0.75
C 0.74 -1.30 0.07 0.58
H -1.81 -0.11 1.80 0.26
H -1.51 -1.43 0.80 0.30
H 0.79 -0.05 1.82 0.27
H -0.53 1.85 0.81 0.45
H 0.94 1.51 -0.07 0.35
H -0.04 -0.24 -2.70 0.33
H 2.43 -0.60 0.52 0.35
N -1.12 -0.78 1.49 -0.62
O 0.31 0.43 -2.16 -0.49
O -1.35 2.31 -1.69 -0.57
O 2.05 -1.28 -0.06 -0.45
O 0.08 -2.11 -0.53 -0.57
S -1.04 0.96 -1.29 0.59
```

## Properties
E_LUMO, eV: 0.37
Kohn-Sham gap, eV: 9.98
HOMO level, hartree: -0.3533

#Q
The following is a quantum chemistry calculation of one molecule with the formula C3H7NO4S, from the Open Molecules 2025 dataset.

```
16
Properties=species:S:1:pos:R:3:mulliken_charge:R:1
O 0.82 -0.02 2.57 -0.66
S 0.00 -0.11 1.44 1.19
O -1.42 -0.35 1.63 -0.65
C 0.51 -1.42 0.27 -0.54
C 0.12 -0.74 -0.98 -0.22
O -1.33 -0.55 -1.04 -0.55
N 0.76 0.58 -0.96 -0.35
C 0.36 1.23 0.24 -0.24
O -0.74 2.12 0.08 -0.53
H -0.04 -2.38 0.26 0.29
H 1.60 -1.74 0.39 0.36
H 0.40 -1.19 -2.06 0.32
H -1.74 -0.44 -0.10 0.46
H 0.80 1.32 -1.73 0.30
H 1.22 1.94 0.58 0.38
H -1.33 1.74 -0.60 0.43
```

## Properties
SMILES string: O=S1(=O)C[C@@H](O)N[C@H]1O
E_LUMO, eV: 0.61
Kohn-Sham gap, eV: 10.66
HOMO level, hartree: -0.3694

Last place for stability: #Q

#P
The following is a quantum chemistry calculation of C16H16N2O3 as an isolated structure, from the Open Molecules 2025 dataset.

```
37
Properties=species:S:1:pos:R:3:mulliken_charge:R:1
C -1.45 -0.80 -2.54 -1.89
C -1.21 -0.17 -1.26 1.34
N -1.21 -0.89 -0.25 0.04
N -1.14 -2.31 -0.19 -0.37
C -0.64 -3.11 0.81 0.15
O -0.86 -4.37 0.91 -0.70
C -0.34 -2.49 2.42 -0.62
O 0.18 -1.24 2.02 -0.45
C 1.24 -1.06 1.22 0.46
C 1.94 -1.94 0.61 0.46
C 2.77 -1.75 -0.24 -0.91
C 3.30 -0.48 -0.48 -0.43
C 2.88 0.69 0.25 -0.57
C 1.53 0.35 1.16 -1.20
H 1.15 1.07 1.58 1.07
H 2.97 1.66 0.34 0.56
H 4.29 -0.01 -0.96 0.19
H 3.50 -2.45 -0.65 0.34
H 1.53 -2.96 0.61 0.31
H 0.17 -3.19 2.82 0.46
H -1.27 -2.40 2.75 0.51
H -1.52 -2.98 -0.87 0.26
C -1.17 1.11 -1.01 1.07
C -1.39 1.66 0.39 -1.34
C -1.21 2.95 0.17 -0.56
C -0.72 3.94 -0.63 0.81
C -0.26 3.35 -1.80 -0.89
C -0.76 1.95 -2.14 -1.35
H -0.37 1.50 -2.90 0.64
H -0.07 4.00 -2.58 0.39
O -0.63 5.17 -0.42 -0.53
H -0.17 5.59 -1.24 0.36
H -1.37 3.51 1.40 0.04
H -1.49 1.04 1.04 1.19
H -1.78 -0.13 -3.22 0.61
H -2.31 -1.71 -2.61 0.31
H -0.43 -1.22 -3.19 0.25
```

## Properties
E_LUMO, eV: 0.01
Kohn-Sham gap, eV: 8.08
HOMO level, hartree: -0.2965

#Q
The following is a quantum chemistry calculation of one molecule with the formula C16H16N2O3, from the Open Molecules 2025 dataset.

```
37
Properties=species:S:1:pos:R:3:mulliken_charge:R:1
C -3.34 -3.23 6.88 -1.23
C -2.31 -2.23 6.40 -0.21
O -2.24 -2.31 4.97 -0.35
C -1.38 -1.45 4.39 0.45
O -0.70 -0.65 4.97 -0.56
N -1.42 -1.64 3.03 0.03
N -0.66 -0.93 2.20 -0.35
C -0.72 -1.14 0.94 -0.18
C 0.09 -0.39 0.01 0.59
C 0.01 -0.65 -1.36 -1.04
C 0.78 0.07 -2.26 -0.08
C 1.64 1.06 -1.80 0.62
O 2.47 1.77 -2.62 -0.46
C 2.11 2.04 -3.92 0.41
C 0.81 2.34 -4.30 -0.13
C 0.54 2.67 -5.61 -0.58
C 1.55 2.71 -6.55 -0.51
C 2.85 2.43 -6.17 -0.43
C 3.14 2.09 -4.86 -0.60
C 1.73 1.31 -0.43 -0.80
C 0.97 0.60 0.46 -0.60
H -4.32 -3.00 6.45 0.31
H -3.41 -3.18 7.96 0.39
H -3.06 -4.23 6.58 0.31
H -2.58 -1.20 6.68 0.31
H -1.32 -2.44 6.81 0.30
H -2.05 -2.36 2.68 0.28
H -1.39 -1.91 0.52 0.33
H -0.65 -1.42 -1.72 0.31
H 0.72 -0.15 -3.31 0.53
H 0.02 2.33 -3.56 0.48
H -0.48 2.91 -5.90 0.36
H 1.33 2.97 -7.57 0.38
H 3.65 2.47 -6.89 0.37
H 4.14 1.87 -4.54 0.41
H 2.42 2.08 -0.10 0.42
H 1.03 0.79 1.52 0.49
```

## Properties
SMILES string: CCOC(=O)N/N=C/c1ccc(Oc2ccccc2)cc1
E_LUMO, eV: 0.54
Kohn-Sham gap, eV: 8.58
HOMO level, hartree: -0.2956

Last place for stability: #P

#P
The following is a quantum chemistry calculation of one molecule with the formula C5H6, from the Open Molecules 2025 dataset.

```
11
Properties=species:S:1:pos:R:3:mulliken_charge:R:1
C 2.49 -0.09 -0.09 0.02
C 1.30 -0.23 0.06 -0.62
C -0.02 -0.18 0.58 0.02
C -1.01 0.72 -0.18 -0.47
C -1.18 -0.79 -0.19 -0.66
H 3.47 0.30 -0.48 0.34
H 0.09 0.09 1.66 0.31
H -1.61 1.31 0.56 0.22
H -0.71 1.26 -1.10 0.26
H -0.85 -1.26 -1.17 0.23
H -1.96 -1.13 0.33 0.33
```

## Properties
SMILES string: C#CC1CC1
E_LUMO, eV: 1.13
Kohn-Sham gap, eV: 10.34
HOMO level, hartree: -0.3385

#Q
The following is a quantum chemistry calculation of a 2-piece molecular cluster, C5H6 overall, from the Open Molecules 2025 dataset.

```
11
Properties=species:S:1:pos:R:3:mulliken_charge:R:1
C 1.99 -0.24 0.65 -0.17
C 1.84 0.65 -0.36 -0.14
C -2.23 0.24 -0.32 -0.53
C -1.34 -0.24 0.55 -0.42
C 1.01 -0.49 -0.34 -0.44
H 2.42 -0.67 1.57 0.35
H 2.17 1.40 -1.05 0.37
H -3.33 0.46 0.03 0.22
H -1.82 0.84 -1.14 0.22
H -1.72 -0.68 1.43 0.26
H 1.01 -1.28 -1.01 0.30
```

## Properties
E_LUMO (spin up / spin down), eV: 0.74 / 0.74
Kohn-Sham gap (spin up / spin down), eV: 8.15 / 8.16
HOMO level (spin up / spin down), hartree: -0.2724 / -0.2727

#R
The following is a quantum chemistry calculation of a 2-piece molecular cluster, C5H6 overall, from the Open Molecules 2025 dataset.

```
11
Properties=species:S:1:pos:R:3:mulliken_charge:R:1
C 0.14 0.95 -0.74 -0.59
C 0.45 -0.55 -0.43 -0.20
C -0.72 0.54 0.53 -0.21
C -0.83 -0.93 0.25 -0.27
C 0.27 -0.45 1.12 -0.74
H 0.78 1.81 -0.80 0.33
H -0.61 1.18 -1.53 0.22
H 2.53 -1.35 -1.36 0.09
H -1.33 1.28 0.98 0.44
H -1.53 -1.80 0.10 0.39
H 0.85 -0.69 1.87 0.54
```

## Properties
E_LUMO (spin up / spin down), eV: -0.02 / 0.01
Kohn-Sham gap (spin up / spin down), eV: 8.44 / 9.68
HOMO level (spin up / spin down), hartree: -0.3110 / -0.3552

Last place for stability: #R

#P
The following is a quantum chemistry calculation of a 2-piece molecular cluster, C2H8NS overall, from the Open Molecules 2025 dataset.

```
12
Properties=species:S:1:pos:R:3:mulliken_charge:R:1
S -1.75 2.23 -2.65 -0.94
H -2.14 3.43 -3.14 -0.08
C -0.61 -0.58 0.15 -0.60
C 0.56 -0.43 1.13 -3.28
N 1.77 -1.17 0.66 -0.47
H -0.55 0.02 -0.81 0.18
H -1.42 0.05 0.65 0.42
H -1.09 -1.61 0.05 0.37
H 0.36 -1.05 1.95 0.35
H 0.81 0.69 1.25 0.65
H 2.29 -0.48 1.16 1.16
H 1.77 -1.08 -0.39 0.23
```

## Properties
E_LUMO (spin up / spin down), eV: 6.88 / 6.89
Kohn-Sham gap (spin up / spin down), eV: 2.85 / 7.11
Charge: -2
2S+1: 2
<S²>: 0.75
HOMO level (spin up / spin down), hartree: 0.1482 / -0.0081

#Q
The following is a quantum chemistry calculation of a 2-piece molecular cluster, C2H8NS overall, from the Open Molecules 2025 dataset.

```
12
Properties=species:S:1:pos:R:3:mulliken_charge:R:1
S 0.91 -2.10 0.95 -1.00
H 1.86 -1.70 0.10 -0.04
C -0.35 2.51 -1.05 -4.36
C -0.32 1.00 -0.85 0.43
N -1.15 0.47 0.24 -0.53
H -0.76 2.85 -2.02 0.85
H 0.65 2.96 -0.85 0.74
H -1.01 3.05 -0.34 0.99
H 0.68 0.62 -0.65 0.27
H -0.57 0.48 -1.78 0.35
H -0.67 -0.22 0.82 0.09
H -2.01 0.06 -0.09 0.22
```

## Properties
E_LUMO (spin up / spin down), eV: 6.83 / 6.76
Kohn-Sham gap (spin up / spin down), eV: 2.52 / 7.06
Charge: -2
2S+1: 2
<S²>: 0.75
HOMO level (spin up / spin down), hartree: 0.1583 / -0.0113

Last place for stability: #P

#P
The following is a quantum chemistry calculation of a 2-piece molecular cluster, C3H7NO overall, from the Open Molecules 2025 dataset.

```
12
Properties=species:S:1:pos:R:3:mulliken_charge:R:1
C 0.08 0.30 -0.53 0.24
C 0.48 -0.95 -1.01 -0.52
C -2.12 0.45 -1.12 -0.07
N -1.18 0.78 -0.30 -0.25
H 0.81 1.02 -0.16 0.45
H 0.12 -1.40 -1.93 0.32
H 1.26 -1.50 -0.49 0.31
H -3.00 1.09 -1.03 0.28
H -2.11 -0.27 -1.94 0.22
H 1.26 -0.29 2.75 0.29
H 2.29 0.79 2.64 0.32
O 2.11 -0.03 3.12 -0.60
```

## Properties
E_LUMO (spin up / spin down), eV: -7.04 / -8.56
Kohn-Sham gap (spin up / spin down), eV: 7.65 / 6.13
Charge: +1
2S+1: 2
<S²>: 0.76
HOMO level (spin up / spin down), hartree: -0.5399 / -0.5399

#Q
The following is a quantum chemistry calculation of a 2-piece molecular cluster, C3H7NO overall, from the Open Molecules 2025 dataset.

```
12
Properties=species:S:1:pos:R:3:mulliken_charge:R:1
C -0.79 -1.79 -1.49 -0.10
C 0.08 -2.32 -2.44 -0.19
H -0.57 -0.82 -1.03 0.27
H -1.67 -2.22 -1.01 0.32
H 0.92 -1.71 -2.79 0.29
H 0.00 -3.32 -2.86 0.30
C -0.32 2.08 2.06 0.20
N 1.00 2.00 1.79 -0.32
O -1.08 1.14 1.94 -0.51
H -0.58 3.09 2.44 0.31
H 1.37 1.10 1.51 0.22
H 1.65 2.78 1.88 0.22
```

## Properties
E_LUMO (spin up / spin down), eV: -5.84 / -10.14
Kohn-Sham gap (spin up / spin down), eV: 7.88 / 2.78
Charge: +1
2S+1: 2
<S²>: 0.75
HOMO level (spin up / spin down), hartree: -0.5040 / -0.4749

Last place for stability: #P

#P
The following is a quantum chemistry calculation of a 2-piece molecular cluster, CH3Cl2P overall, from the Open Molecules 2025 dataset.

```
7
Properties=species:S:1:pos:R:3:mulliken_charge:R:1
H 1.41 0.40 0.03 0.00
P 0.94 -0.70 0.83 0.03
C -0.33 -1.27 -0.18 -0.16
Cl -0.45 -1.06 -1.94 -0.12
H -1.23 -1.77 0.24 0.31
Cl -0.64 2.61 0.84 -0.25
H 0.30 1.80 0.18 0.18
```

## Properties
SMILES string: [H]/P=C\Cl.Cl
E_LUMO, eV: -0.89
Kohn-Sham gap, eV: 8.62
HOMO level, hartree: -0.3495

#Q
The following is a quantum chemistry calculation of one molecule with the formula CH3Cl2P, from the Open Molecules 2025 dataset.

```
7
Properties=species:S:1:pos:R:3:mulliken_charge:R:1
Cl -0.81 -1.10 -2.49 -0.21
C 0.16 -0.03 -1.43 -0.39
P -0.49 -0.13 0.20 0.29
Cl -2.06 0.95 0.95 -0.22
H 0.13 0.99 -1.82 0.26
H -0.84 -1.39 0.86 0.15
H 0.52 0.35 1.01 0.11
```

## Properties
SMILES string: ClC=[PH2]Cl
E_LUMO, eV: 0.49
Kohn-Sham gap, eV: 8.84
HOMO level, hartree: -0.3068

Last place for stability: #P